Here is a single C28H22Cl2O4S2 molecule from the Open Molecules 2025 dataset. Energies are from the ωB97M-V functional and the def2-TZVPD basis.

Cartesian coordinates (Å):
Cl -5.472 1.492 -3.504
C -3.970 0.883 -2.931
C -3.734 -0.496 -2.945
C -2.557 -0.991 -2.382
C -1.653 -0.114 -1.795
C -0.547 -0.624 -0.853
C 0.768 0.041 -1.004
C 1.797 -0.628 -1.562
C 3.084 -0.083 -1.931
C 4.186 -0.946 -2.132
C 5.463 -0.438 -2.342
C 5.643 0.956 -2.383
Cl 7.227 1.597 -2.533
C 4.547 1.828 -2.295
C 3.274 1.307 -2.067
C -1.849 1.263 -1.846
C -3.030 1.775 -2.389
H -4.481 -1.169 -3.359
H -2.328 -2.054 -2.398
H -0.405 -1.706 -0.960
H 0.867 1.056 -0.614
H 1.654 -1.694 -1.723
H 4.018 -2.024 -2.085
H 6.321 -1.098 -2.446
H 4.702 2.899 -2.378
H 2.408 1.961 -1.992
H -1.097 1.929 -1.423
H -3.237 2.840 -2.360
C -5.545 1.384 1.671
C -5.753 0.055 1.298
C -4.679 -0.830 1.225
C -3.382 -0.381 1.516
S -2.018 -1.485 1.110
C -0.570 -1.603 1.938
S 0.925 -2.493 1.844
C 2.078 -1.193 2.332
C 3.179 -0.903 1.530
C 3.946 0.233 1.796
C 3.666 1.015 2.922
C 2.611 0.666 3.770
C 1.814 -0.441 3.477
O 0.968 -3.507 2.871
O 1.203 -2.826 0.462
O -2.434 -2.513 0.162
O -1.174 -0.203 0.370
C -3.163 0.956 1.861
C -4.247 1.835 1.923
H -6.392 2.070 1.760
H -6.753 -0.293 1.050
H -4.830 -1.859 0.909
H -0.644 -1.025 2.873
H 3.406 -1.551 0.685
H 4.765 0.498 1.125
H 4.274 1.892 3.149
H 2.394 1.250 4.667
H 0.979 -0.708 4.121
H -2.154 1.317 2.053
H -4.065 2.883 2.162

Calculated values
Charge: 0
SMILES: O=S(=O)(C=[S@](=O)(O[C@H](/C=C/c1ccc(Cl)cc1)c1ccc(Cl)cc1)c1ccccc1)c1ccccc1
LUMO energy (eV): -0.7
HOMO energy (eV): -7.7
E (eV): -84292.3858
Kohn-Sham gap (eV): 7.02